C5H11NO | ωB97M-V with the def2-TZVPD basis set

XYZ file:
```
18
Properties=species:S:1:pos:R:3:forces:R:3
C 0.107 -1.673 1.518 -0.003 -0.404 -0.264
C 0.352 -1.294 0.053 -0.332 0.072 0.153
N -0.324 -0.057 -0.335 0.379 0.284 0.009
C -0.251 0.119 -1.793 -0.386 -0.431 0.119
C 0.257 1.089 0.343 0.389 0.124 0.147
C -0.617 2.309 0.177 -0.018 -0.131 0.117
O -0.211 3.397 -0.127 0.034 0.053 0.019
H 1.033 -1.732 2.085 0.006 0.174 0.131
H -0.591 -0.992 1.997 0.032 0.126 0.056
H -0.348 -2.661 1.561 -0.027 -0.048 0.091
H 1.429 -1.223 -0.156 0.086 0.010 -0.031
H -0.043 -2.075 -0.593 0.001 -0.079 -0.084
H 0.597 -0.433 -2.215 0.201 0.389 -0.021
H -1.142 -0.313 -2.254 -0.047 0.064 -0.010
H -0.209 1.177 -2.056 0.104 -0.134 -0.073
H 1.276 1.349 0.028 0.059 -0.031 -0.350
H 0.375 0.889 1.415 -0.382 -0.043 0.000
H -1.692 2.123 0.351 -0.097 0.004 -0.007
```
Positions in Å, forces in eV/Å.

Calculated values
SMILES: CCN(C)CC=O
ΔE to the lowest compared entry with this formula, charge and spin, eV: 1.729
HOMO energy, eV: -9.06
Spin multiplicity: 1
Kohn-Sham gap, eV: 10.11
Lowest unoccupied orbital energy, eV: 1.046

C30H82N2O32S9 | ωB97M-V with the def2-TZVPD basis set

XYZ file:
```
155
Properties=species:S:1:pos:R:3:forces:R:3
C 0.085 0.572 -4.399 -2.112 -0.036 0.721
C 0.665 1.255 -5.604 1.470 -1.364 0.466
O 0.070 2.524 -5.819 -0.890 0.345 0.117
S 0.549 3.428 -7.027 0.971 0.114 -0.539
C 1.888 4.349 -6.234 -0.664 -0.165 0.023
O 1.124 2.547 -8.013 -0.199 0.487 0.342
O -0.518 4.313 -7.363 0.108 -0.250 0.224
H 0.008 1.182 -3.496 0.609 0.119 -0.068
H 0.495 -0.401 -4.140 0.809 0.274 -0.200
H -0.973 0.315 -4.555 0.037 0.270 -0.408
H 1.744 1.374 -5.440 -0.024 0.220 -0.077
H 0.579 0.557 -6.438 -0.251 0.547 -0.397
H 1.504 5.201 -5.675 -0.335 -0.241 0.097
H 2.594 4.754 -6.953 0.019 -0.452 -0.232
H 2.311 3.613 -5.555 0.443 0.188 -0.052
C 4.632 4.292 -3.513 0.438 0.056 -0.177
C 5.063 3.394 -2.345 -0.398 0.494 -2.052
O 4.709 3.986 -1.091 -0.966 -0.475 0.281
S 3.424 3.327 -0.337 1.362 0.715 -0.218
C 4.385 2.271 0.790 -0.985 -0.021 -0.258
O 2.776 4.416 0.345 0.316 -0.558 -0.024
O 2.664 2.578 -1.307 0.245 0.029 0.750
H 4.902 5.338 -3.366 -0.069 -0.008 0.139
H 3.573 4.216 -3.754 -0.113 0.064 0.370
H 5.162 3.960 -4.411 0.024 -0.046 0.060
H 4.556 2.457 -2.549 0.173 -0.265 0.675
H 6.135 3.239 -2.430 0.089 0.065 0.660
H 5.413 2.613 0.825 -0.038 0.136 -0.239
H 4.286 1.280 0.352 0.202 -0.081 0.177
H 3.960 2.299 1.790 -0.241 -0.065 -0.126
C -1.860 -2.109 0.444 -0.990 0.345 0.951
C -1.512 -0.815 1.200 -1.265 -0.557 -0.363
O -0.137 -0.863 1.592 0.625 1.160 0.127
S 0.761 0.422 1.154 -0.445 -1.246 -0.670
C 0.585 0.364 -0.639 -0.298 0.520 1.011
O 0.175 1.608 1.710 0.292 -0.359 -0.079
O 2.109 0.053 1.489 -0.150 0.237 0.268
H -1.002 -2.650 0.070 0.115 0.221 -0.469
H -2.608 -1.839 -0.301 0.335 -0.300 -0.370
H -2.380 -2.783 1.131 0.042 0.049 -0.388
H -1.821 0.050 0.603 0.844 0.167 -0.138
H -2.172 -0.714 2.067 0.462 -0.137 0.340
H -0.063 -0.457 -0.929 -0.066 0.029 0.054
H 1.572 0.204 -1.047 0.053 0.255 -0.135
H 0.139 1.333 -0.856 0.128 -0.089 -0.507
C -4.813 0.165 -1.205 0.928 -0.430 0.378
C -5.415 -0.042 0.166 0.311 0.157 -0.050
O -5.994 -1.375 0.155 -0.305 -0.465 0.620
S -6.251 -2.042 1.590 -0.655 0.233 -1.346
C -7.430 -3.295 1.110 0.479 0.220 0.609
O -5.032 -2.671 1.999 0.171 0.011 0.482
O -6.938 -1.087 2.416 0.537 -0.404 0.025
H -4.210 1.073 -1.216 -0.516 0.415 -0.210
H -5.508 0.052 -2.031 -0.161 0.385 0.057
H -4.030 -0.587 -1.349 -0.257 -0.204 -0.016
H -4.626 0.011 0.922 0.011 -0.097 -0.008
H -6.181 0.671 0.471 -0.106 -0.019 -0.264
H -8.303 -2.762 0.751 -0.127 -0.211 -0.019
H -7.605 -3.820 2.050 -0.340 0.120 -0.012
H -7.037 -4.031 0.415 0.185 0.329 -0.248
C 2.853 2.538 4.378 -0.548 0.225 -0.951
C 2.227 3.001 5.683 0.927 -0.388 -0.357
O 1.001 3.655 5.333 -0.261 0.855 0.467
S 0.695 5.126 5.905 0.077 -0.195 -0.434
C 1.550 6.164 4.720 -0.365 0.358 0.426
O -0.721 5.271 5.766 0.390 0.103 -0.024
O 1.338 5.301 7.174 -0.085 -0.158 -0.220
H 3.023 3.378 3.694 0.199 0.303 0.430
H 2.127 1.975 3.786 0.140 -0.498 0.337
H 3.801 2.010 4.468 -0.137 -0.166 0.291
H 1.983 2.178 6.353 -0.054 -0.055 -0.098
H 2.939 3.637 6.212 -0.387 0.316 0.086
H 2.547 5.764 4.556 -0.062 -0.093 -0.178
H 1.643 7.157 5.160 0.008 -0.131 0.256
H 0.954 6.299 3.821 0.108 -0.491 -0.128
C -5.558 3.428 2.447 0.489 -1.033 -0.908
C -4.121 3.870 2.272 0.037 0.935 0.267
O -3.415 2.987 1.392 0.454 -0.599 -0.849
S -2.543 3.611 0.180 0.215 0.328 1.563
C -1.209 4.327 1.153 0.397 0.473 -0.427
O -2.065 2.499 -0.591 -0.316 0.140 0.189
O -3.356 4.636 -0.406 0.514 -0.185 -0.197
H -6.141 4.266 2.815 -0.250 -0.303 0.374
H -5.627 2.478 2.982 -0.103 0.460 0.739
H -5.943 3.104 1.474 -0.030 0.642 -0.164
H -4.124 4.894 1.887 0.059 -0.182 -0.337
H -3.545 3.928 3.199 -0.201 -0.305 0.119
H -0.516 4.914 0.544 -0.532 0.110 -0.507
H -0.541 3.608 1.625 -0.753 -0.424 0.057
H -1.682 4.993 1.873 -0.008 -0.072 0.060
C 3.302 -2.166 -5.474 0.054 -0.297 0.027
C 3.924 -2.859 -4.251 -1.000 -0.329 -1.258
O 4.751 -1.988 -3.475 -0.309 0.914 0.244
S 3.974 -0.960 -2.484 0.376 -1.397 1.562
C 4.090 -1.913 -0.966 -0.690 -0.111 -0.633
O 4.785 0.211 -2.337 -0.178 -0.264 -0.571
O 2.577 -0.889 -2.816 0.556 0.258 -0.418
H 2.509 -2.809 -5.864 -0.079 0.076 0.118
H 4.006 -2.053 -6.299 0.215 0.109 0.201
H 2.885 -1.195 -5.227 -0.097 -0.005 0.039
H 3.140 -3.330 -3.653 0.010 0.349 0.298
H 4.502 -3.695 -4.644 0.628 0.225 0.450
H 3.653 -2.886 -1.201 0.377 -0.059 -0.127
H 3.404 -1.518 -0.214 0.346 0.481 0.037
H 5.123 -1.992 -0.648 -0.007 0.027 0.091
C 1.446 -3.705 0.500 -0.135 1.018 0.314
C 1.548 -3.565 2.020 -0.734 -0.761 -1.027
O 2.666 -2.727 2.308 0.348 0.439 0.234
S 3.936 -3.132 3.143 0.641 -0.088 -0.566
C 4.370 -1.502 3.771 -0.252 -0.580 0.437
O 3.561 -3.981 4.238 -0.017 0.205 -0.243
O 4.953 -3.576 2.220 -0.372 0.141 0.454
H 2.414 -3.995 0.097 -0.197 -0.433 -0.047
H 1.201 -2.722 0.088 0.167 0.033 -0.112
H 0.619 -4.346 0.197 0.226 -0.374 0.074
H 0.678 -3.029 2.398 0.043 -0.181 0.171
H 1.593 -4.573 2.432 0.382 0.261 0.563
H 4.491 -1.698 4.836 -0.122 0.282 0.045
H 3.533 -0.838 3.570 0.060 0.065 0.039
H 5.310 -1.117 3.390 -0.060 -0.228 -0.392
C -1.705 -2.965 4.769 0.680 -0.594 1.545
C -1.944 -3.770 3.512 0.045 0.278 0.288
O -1.028 -4.886 3.567 0.322 -0.755 -0.042
S -1.309 -6.230 2.752 -0.443 0.770 1.225
C -2.651 -6.929 3.743 0.787 -0.106 -0.328
O -1.855 -5.859 1.474 0.300 -0.365 0.066
O -0.109 -6.992 2.898 -0.580 0.119 -0.346
H -2.245 -3.361 5.637 -0.555 0.116 -0.373
H -1.846 -1.889 4.737 -0.213 -0.031 -0.438
H -0.694 -3.152 5.150 0.243 0.302 -0.633
H -2.963 -4.158 3.508 -0.061 0.245 -0.428
H -1.702 -3.193 2.621 -0.230 -0.247 0.256
H -3.492 -6.245 3.693 -0.092 -0.099 -0.086
H -2.309 -7.056 4.767 0.141 0.142 -0.030
H -2.879 -7.912 3.337 -0.153 0.098 -0.160
C -3.561 -5.121 -0.907 0.583 -0.801 0.935
N -2.313 -5.603 -1.567 -0.504 0.634 -0.586
O -1.407 -4.796 -1.658 0.322 -0.072 0.499
O -2.291 -6.710 -2.044 -0.033 -0.392 0.156
H -3.349 -5.310 0.148 -0.175 0.203 -0.042
H -4.365 -5.784 -1.201 -0.152 0.332 -0.324
H -3.649 -4.053 -1.055 -0.223 -0.011 -0.300
C -1.435 -3.234 -4.044 -1.000 -0.197 -0.159
N -1.203 -2.237 -2.961 1.011 -0.046 -1.249
O -2.063 -1.404 -2.748 0.063 -0.303 0.458
O -0.079 -2.249 -2.495 -0.469 0.136 0.550
H -2.341 -2.916 -4.553 0.116 0.012 -0.162
H -1.600 -4.216 -3.605 0.235 0.265 0.015
H -0.573 -3.273 -4.698 0.103 0.223 0.100
C 0.154 4.491 -2.664 0.288 0.648 -0.792
O 0.535 5.384 -1.610 0.175 -0.780 -0.119
H -0.776 3.958 -2.472 -0.005 0.062 0.213
H 0.042 5.097 -3.571 -0.355 -0.060 0.066
H 0.936 3.776 -2.927 0.031 -0.154 0.397
H 1.368 5.037 -1.264 -0.170 0.249 0.276
```
Positions in Å, forces in eV/Å.

Calculated values
SMILES: CCOS(C)(=O)=O.CCOS(C)(=O)=O.CCOS(C)(=O)=O.CCOS(C)(=O)=O.CCOS(C)(=O)=O.CCOS(C)(=O)=O.CCOS(C)(=O)=O.CCOS(C)(=O)=O.CCOS(C)(=O)=O.C[N+](=O)[O-].C[N+](=O)[O-].CO
ΔE to the lowest compared entry with this formula, charge and spin, eV: 0.000
HOMO energy, eV: -10.02
Spin multiplicity: 1
Kohn-Sham gap, eV: 9.94
Lowest unoccupied orbital energy, eV: -0.082